Record 1
{
  "formula": "C32H91FeN5O15P",
  "method": "ωB97M-V with the def2-TZVPD basis set",
  "symbols": ["Fe", "P", "O", "O", "O", "O", "C", "C", "O", "H", "H", "H", "H", "H", "H", "C", "C", "O", "H", "H", "H", "H", "H", "H", "C", "C", "O", "H", "H", "H", "H", "H", "H", "C", "C", "O", "H", "H", "H", "H", "H", "H", "C", "C", "O", "H", "H", "H", "H", "H", "H", "C", "C", "O", "H", "H", "H", "H", "H", "H", "C", "C", "C", "O", "C", "N", "H", "H", "H", "H", "H", "H", "H", "H", "H", "H", "H", "C", "C", "C", "O", "C", "N", "H", "H", "H", "H", "H", "H", "H", "H", "H", "H", "H", "C", "C", "C", "O", "C", "N", "H", "H", "H", "H", "H", "H", "H", "H", "H", "H", "H", "C", "C", "C", "O", "C", "N", "H", "H", "H", "H", "H", "H", "H", "H", "H", "H", "H", "C", "C", "C", "O", "C", "N", "H", "H", "H", "H", "H", "H", "H", "H", "H", "H", "H"],
  "coordinates": [[-0.99, 1.25, -0.47], [1.03, 0.47, 0.28], [0.75, 1.39, -0.92], [-0.14, -0.43, -0.12], [0.08, 1.30, 1.12], [2.50, 0.03, 0.75], [-1.91, -4.72, -2.82], [-2.54, -3.59, -1.97], [-1.67, -2.59, -1.80], [-0.90, -4.82, -2.41], [-1.80, -4.51, -3.88], [-2.46, -5.65, -2.65], [-2.77, -4.00, -0.99], [-3.44, -3.25, -2.48], [-0.90, -2.87, -1.31], [-1.69, 4.45, 4.25], [-0.78, 3.26, 4.09], [-1.36, 2.19, 3.27], [-2.22, 4.71, 3.34], [-1.11, 5.35, 4.39], [-2.38, 4.33, 5.09], [-0.38, 2.98, 5.06], [0.02, 3.47, 3.38], [-0.64, 1.69, 2.89], [3.81, -2.48, -2.79], [3.07, -1.79, -1.61], [4.03, -0.94, -0.99], [4.36, -1.90, -3.54], [3.07, -3.07, -3.34], [4.52, -3.05, -2.18], [2.79, -2.46, -0.80], [2.21, -1.12, -1.68], [3.66, -0.58, -0.18], [2.64, 1.67, -5.59], [2.90, 1.56, -4.09], [1.90, 2.21, -3.34], [1.68, 1.28, -5.92], [3.42, 1.07, -6.07], [2.60, 2.69, -5.96], [3.90, 1.91, -3.80], [2.97, 0.51, -3.80], [1.81, 1.76, -2.50], [5.03, 3.60, -0.92], [4.01, 3.01, 0.07], [4.69, 1.87, 0.65], [5.44, 2.93, -1.66], [5.74, 4.24, -0.39], [4.47, 4.23, -1.61], [3.17, 2.60, -0.49], [3.64, 3.66, 0.86], [4.02, 1.20, 0.55], [2.70, 2.08, 4.86], [3.06, 1.86, 3.39], [3.37, 0.47, 3.14], [2.50, 3.09, 5.19], [3.41, 1.65, 5.56], [1.71, 1.66, 5.08], [3.95, 2.41, 3.06], [2.29, 2.36, 2.80], [2.97, 0.26, 2.29], [0.18, -2.28, 2.87], [-0.06, -3.56, 2.00], [-1.52, -3.81, 1.80], [-2.14, -4.13, 2.96], [-3.48, -4.49, 2.70], [0.45, -3.25, 0.64], [-0.51, -1.49, 2.58], [1.17, -1.84, 2.76], [-0.06, -2.50, 3.91], [0.34, -4.45, 2.47], [-1.64, -4.63, 1.10], [-1.92, -2.95, 1.25], [-3.99, -4.05, 1.85], [-3.99, -4.22, 3.63], [-3.64, -5.56, 2.80], [0.09, -2.39, 0.24], [1.36, -2.92, 0.90], [3.36, -6.85, 2.52], [4.29, -5.73, 3.00], [4.25, -4.49, 2.07], [5.11, -3.44, 2.54], [4.83, -2.28, 1.82], [4.15, -5.46, 4.43], [3.14, -7.69, 3.18], [3.86, -7.26, 1.65], [2.38, -6.45, 2.26], [5.31, -6.07, 2.80], [3.22, -4.13, 1.99], [4.58, -4.89, 1.12], [5.55, -1.57, 2.22], [3.80, -1.92, 1.86], [5.12, -2.50, 0.79], [4.80, -4.71, 4.62], [3.28, -4.95, 4.52], [-0.07, 4.41, 0.48], [-1.49, 4.21, -0.07], [-2.21, 5.44, -0.64], [-3.61, 5.07, -0.73], [-4.38, 5.81, -1.65], [-1.41, 3.20, -1.13], [0.16, 3.62, 1.20], [-0.09, 5.43, 0.86], [0.72, 4.40, -0.26], [-2.03, 3.79, 0.77], [-1.75, 5.98, -1.46], [-2.27, 6.20, 0.14], [-3.93, 5.55, -2.60], [-4.46, 6.89, -1.54], [-5.39, 5.40, -1.75], [-0.67, 3.53, -1.72], [-2.18, 3.40, -1.75], [-3.51, -0.64, 2.29], [-3.23, -0.29, 0.80], [-4.64, -0.52, 0.09], [-4.62, 0.07, -1.22], [-5.77, -0.12, -2.00], [-2.67, 1.02, 0.64], [-3.71, -1.71, 2.30], [-4.40, -0.23, 2.76], [-2.59, -0.48, 2.86], [-2.60, -1.05, 0.33], [-5.42, 0.01, 0.64], [-4.80, -1.60, 0.10], [-6.07, -1.16, -2.09], [-5.65, 0.28, -3.01], [-6.58, 0.34, -1.43], [-2.54, 1.29, 1.60], [-3.58, 1.39, 0.40], [-0.50, -0.19, -3.97], [-1.41, 0.91, -3.30], [-2.61, 1.30, -4.14], [-3.23, 2.45, -3.56], [-4.42, 2.90, -4.18], [-1.88, 0.27, -2.06], [-0.35, 0.17, -4.99], [-1.01, -1.15, -3.85], [0.48, -0.17, -3.51], [-0.71, 1.72, -3.10], [-3.31, 0.46, -4.17], [-2.35, 1.55, -5.17], [-5.16, 2.23, -4.62], [-4.07, 3.59, -4.94], [-5.06, 3.46, -3.50], [-2.89, 0.25, -2.09], [-1.59, -0.68, -2.20]],
  "multiplicity": 6,
  "e_tot_ev": -116494.4851,
  "relative_energy_ev": 6.5795,
  "homo_lumo_gap_ev": [8.6, 8.3],
  "total_charge": 0,
  "e_lumo_ev": [-0.06, -0.42],
  "homo_ev": [-8.7, -8.7]
}

Record 2
{
  "formula": "C32H91N5O17",
  "method": "ωB97M-V with the def2-TZVPD basis set",
  "symbols": ["C", "C", "O", "O", "H", "H", "H", "H", "H", "H", "C", "C", "O", "O", "H", "H", "H", "H", "H", "H", "C", "C", "O", "O", "H", "H", "H", "H", "H", "H", "C", "C", "O", "O", "H", "H", "H", "H", "H", "H", "C", "C", "O", "O", "H", "H", "H", "H", "H", "H", "C", "C", "O", "O", "H", "H", "H", "H", "H", "H", "C", "C", "C", "O", "C", "N", "H", "H", "H", "H", "H", "H", "H", "H", "H", "H", "H", "C", "C", "C", "O", "C", "N", "H", "H", "H", "H", "H", "H", "H", "H", "H", "H", "H", "C", "C", "C", "O", "C", "N", "H", "H", "H", "H", "H", "H", "H", "H", "H", "H", "H", "C", "C", "C", "O", "C", "N", "H", "H", "H", "H", "H", "H", "H", "H", "H", "H", "H", "C", "C", "C", "O", "C", "N", "H", "H", "H", "H", "H", "H", "H", "H", "H", "H", "H"],
  "coordinates": [[0.89, -3.20, 2.72], [1.36, -2.26, 3.77], [2.61, -2.67, 4.28], [-0.49, -2.89, 2.37], [0.89, -4.21, 3.13], [1.66, -3.18, 1.84], [0.67, -2.23, 4.59], [1.43, -1.22, 3.32], [3.36, -2.16, 3.87], [-0.56, -2.24, 1.66], [-2.08, 0.39, 3.87], [-1.83, -0.68, 4.97], [-2.42, -1.94, 4.57], [-1.85, 1.72, 4.34], [-3.13, 0.16, 3.61], [-1.55, 0.20, 2.98], [-2.37, -0.32, 5.81], [-0.80, -0.77, 5.21], [-1.71, -2.40, 4.12], [-2.54, 1.77, 5.00], [-3.56, 0.50, -4.51], [-2.30, 0.14, -5.18], [-1.92, -1.12, -4.61], [-3.27, 0.69, -3.12], [-4.20, -0.41, -4.57], [-3.90, 1.38, -4.97], [-1.53, 0.94, -5.04], [-2.35, -0.02, -6.22], [-1.06, -1.42, -5.05], [-3.09, -0.24, -2.71], [-4.67, -3.33, 0.81], [-3.37, -3.58, 1.62], [-2.73, -4.75, 1.13], [-4.40, -3.46, -0.56], [-5.05, -2.27, 1.00], [-5.52, -3.97, 1.28], [-3.48, -3.60, 2.71], [-2.72, -2.75, 1.43], [-1.83, -4.66, 1.40], [-3.94, -4.28, -0.64], [-2.70, -0.19, -0.26], [-1.21, -0.17, -0.47], [-0.53, -1.35, -0.05], [-3.40, -0.97, -1.19], [-3.07, 0.84, -0.27], [-2.82, -0.58, 0.77], [-0.82, 0.68, 0.04], [-1.00, -0.01, -1.57], [-0.70, -2.05, -0.64], [-3.74, -1.78, -0.81], [-7.05, 0.25, -1.96], [-7.26, 0.17, -0.37], [-6.05, -0.12, 0.27], [-6.15, 1.33, -2.20], [-7.99, 0.45, -2.43], [-6.62, -0.77, -2.32], [-8.04, -0.65, -0.05], [-7.60, 1.15, -0.11], [-5.40, 0.37, -0.25], [-5.24, 1.06, -2.29], [-3.20, 3.84, -1.92], [-1.86, 4.33, -1.48], [-1.23, 3.25, -0.60], [-1.75, 2.99, 0.72], [-1.55, 4.09, 1.58], [-0.99, 4.54, -2.63], [-3.74, 3.46, -1.09], [-3.18, 3.12, -2.76], [-3.77, 4.64, -2.38], [-2.02, 5.17, -0.84], [-0.15, 3.46, -0.49], [-1.38, 2.36, -1.18], [-1.83, 3.73, 2.61], [-2.15, 4.95, 1.23], [-0.54, 4.33, 1.55], [-1.42, 5.09, -3.35], [-0.18, 5.00, -2.26], [4.14, -2.15, 0.95], [5.15, -1.31, 1.74], [5.76, -0.04, 1.08], [6.47, -0.41, -0.09], [7.53, 0.50, -0.27], [4.47, -0.86, 3.03], [4.64, -2.58, 0.07], [3.20, -1.59, 0.66], [3.83, -2.94, 1.56], [6.03, -1.95, 2.06], [6.35, 0.49, 1.81], [4.97, 0.61, 0.88], [8.38, 0.29, 0.42], [7.21, 1.55, -0.19], [7.85, 0.42, -1.28], [3.85, -0.07, 2.71], [5.15, -0.26, 3.57], [-1.00, -4.43, -4.08], [-0.42, -4.12, -2.69], [0.77, -3.19, -2.69], [1.74, -3.79, -3.45], [3.03, -3.20, -3.32], [-1.35, -3.41, -1.72], [-2.08, -4.71, -3.99], [-0.52, -5.19, -4.65], [-0.94, -3.49, -4.68], [-0.09, -5.07, -2.27], [1.17, -3.05, -1.69], [0.53, -2.22, -3.11], [3.74, -3.90, -3.83], [3.44, -3.07, -2.30], [3.13, -2.14, -3.79], [-2.15, -2.93, -2.18], [-1.80, -4.12, -1.14], [1.77, 0.70, -4.01], [3.01, 1.43, -3.45], [2.63, 2.57, -2.54], [3.81, 3.12, -1.98], [3.56, 4.14, -1.06], [3.95, 0.52, -2.78], [0.96, 0.53, -3.28], [2.09, -0.15, -4.61], [1.21, 1.45, -4.68], [3.67, 1.77, -4.26], [1.99, 2.18, -1.71], [2.03, 3.26, -3.11], [4.47, 4.30, -0.50], [2.79, 3.85, -0.36], [3.15, 5.05, -1.54], [4.61, 1.02, -2.20], [3.47, -0.21, -2.27], [2.87, 1.30, 5.49], [3.02, 2.53, 4.62], [2.03, 2.40, 3.51], [2.49, 1.35, 2.62], [1.62, 1.17, 1.55], [2.78, 3.79, 5.34], [1.90, 1.47, 6.14], [3.70, 1.21, 6.18], [2.83, 0.50, 4.81], [4.07, 2.55, 4.18], [1.86, 3.34, 2.96], [1.11, 2.09, 3.93], [1.69, 1.92, 0.76], [0.50, 1.10, 1.89], [1.78, 0.17, 1.09], [3.43, 4.53, 5.07], [2.68, 3.75, 6.34]],
  "e_tot_ev": -76911.1998,
  "relative_energy_ev": 2.4866,
  "homo_lumo_gap_ev": 9.4,
  "total_charge": 0,
  "e_lumo_ev": 0.48,
  "homo_ev": -9.0
}

Record 3
{
  "formula": "C32H94N4O13",
  "method": "ωB97M-V with the def2-TZVPD basis set",
  "symbols": ["O", "H", "H", "C", "C", "C", "O", "C", "N", "H", "H", "H", "H", "H", "H", "H", "H", "H", "H", "H", "C", "C", "C", "O", "C", "N", "H", "H", "H", "H", "H", "H", "H", "H", "H", "H", "H", "C", "C", "C", "O", "C", "N", "H", "H", "H", "H", "H", "H", "H", "H", "H", "H", "H", "C", "C", "C", "O", "C", "N", "H", "H", "H", "H", "H", "H", "H", "H", "H", "H", "H", "C", "C", "O", "H", "H", "H", "H", "H", "H", "C", "C", "O", "H", "H", "H", "H", "H", "H", "C", "C", "O", "H", "H", "H", "H", "H", "H", "C", "C", "O", "H", "H", "H", "H", "H", "H", "C", "C", "O", "H", "H", "H", "H", "H", "H", "C", "C", "O", "H", "H", "H", "H", "H", "H", "C", "C", "O", "H", "H", "H", "H", "H", "H", "C", "C", "O", "H", "H", "H", "H", "H", "H"],
  "coordinates": [[4.10, -2.42, 2.40], [4.53, -2.30, 1.54], [4.50, -1.76, 2.98], [1.84, -0.88, -0.63], [1.11, -0.42, 0.64], [-0.26, 0.21, 0.41], [-0.19, 1.16, -0.65], [-1.39, 1.89, -0.74], [0.95, -1.60, 1.49], [1.30, -1.71, -1.10], [2.89, -1.12, -0.49], [1.78, -0.11, -1.41], [1.78, 0.34, 1.04], [-0.53, 0.71, 1.34], [-1.02, -0.55, 0.18], [-1.65, 2.33, 0.23], [-2.25, 1.27, -1.05], [-1.27, 2.63, -1.52], [1.87, -1.98, 1.67], [0.50, -2.29, 0.90], [-2.10, -2.33, -3.29], [-0.88, -3.08, -3.82], [-0.50, -4.24, -2.93], [-0.17, -3.70, -1.67], [0.33, -4.64, -0.74], [-1.15, -3.52, -5.20], [-2.44, -1.50, -3.91], [-1.87, -1.90, -2.31], [-2.93, -3.02, -3.10], [-0.07, -2.35, -3.89], [0.28, -4.85, -3.40], [-1.32, -4.96, -2.82], [-0.44, -5.39, -0.51], [0.48, -4.16, 0.23], [1.25, -5.11, -1.09], [-1.38, -2.68, -5.73], [-0.25, -3.84, -5.58], [-1.74, 5.25, -3.21], [-2.46, 6.42, -2.55], [-1.65, 7.69, -2.65], [-2.38, 8.67, -1.90], [-1.58, 9.67, -1.30], [-3.76, 6.61, -3.23], [-2.19, 4.26, -3.14], [-0.71, 5.14, -2.84], [-1.55, 5.43, -4.27], [-2.71, 6.15, -1.52], [-1.49, 8.01, -3.68], [-0.65, 7.62, -2.21], [-1.55, 9.60, -0.20], [-2.10, 10.61, -1.49], [-0.53, 9.72, -1.59], [-4.17, 7.46, -2.83], [-4.39, 5.86, -2.96], [-0.77, -6.46, 2.05], [-1.65, -5.49, 2.85], [-1.82, -4.19, 2.10], [-2.58, -3.28, 2.86], [-2.27, -1.93, 2.57], [-2.96, -6.09, 3.15], [-1.24, -6.61, 1.08], [-0.70, -7.41, 2.58], [0.23, -6.03, 1.92], [-1.13, -5.18, 3.77], [-2.34, -4.35, 1.14], [-0.81, -3.81, 1.88], [-1.24, -1.70, 2.87], [-2.88, -1.33, 3.24], [-2.48, -1.61, 1.55], [-3.60, -5.33, 3.35], [-2.87, -6.64, 4.00], [-0.05, 0.56, 4.45], [0.22, 0.69, 5.92], [0.27, 2.08, 6.23], [0.60, 1.21, 3.86], [-1.07, 0.88, 4.21], [0.10, -0.46, 4.10], [1.15, 0.17, 6.18], [-0.57, 0.20, 6.50], [0.32, 2.20, 7.18], [-0.58, 4.10, 2.86], [-1.26, 4.50, 4.17], [-0.32, 4.67, 5.22], [0.11, 4.86, 2.52], [-1.34, 3.87, 2.11], [-0.03, 3.16, 2.97], [-2.09, 3.86, 4.47], [-1.69, 5.49, 4.02], [-0.03, 3.77, 5.48], [-4.21, 2.42, 2.81], [-4.56, 1.82, 1.47], [-4.40, 0.38, 1.60], [-3.29, 1.95, 3.18], [-5.03, 2.36, 3.52], [-3.95, 3.47, 2.64], [-3.91, 2.10, 0.64], [-5.60, 2.03, 1.20], [-5.27, -0.02, 1.48], [3.53, 4.44, -0.54], [2.31, 3.60, -0.22], [2.30, 2.42, -0.98], [3.63, 5.32, 0.09], [3.37, 4.77, -1.57], [4.43, 3.82, -0.50], [1.42, 4.24, -0.37], [2.23, 3.43, 0.87], [1.39, 2.07, -0.92], [4.13, -3.97, -0.46], [5.16, -3.05, -1.09], [5.92, -2.50, 0.00], [3.28, -3.43, -0.02], [4.50, -4.71, 0.24], [3.57, -4.51, -1.23], [4.64, -2.24, -1.61], [5.74, -3.61, -1.83], [6.59, -1.93, -0.38], [-0.54, 1.65, -4.19], [0.75, 0.87, -4.25], [1.68, 1.66, -5.01], [-0.38, 2.63, -3.75], [-1.28, 1.10, -3.59], [-1.02, 1.86, -5.15], [0.65, -0.14, -4.67], [1.24, 0.66, -3.30], [2.41, 1.95, -4.45], [2.88, -2.25, -4.40], [2.28, -2.38, -5.80], [1.85, -3.73, -6.06], [2.96, -1.19, -4.12], [3.87, -2.71, -4.38], [2.19, -2.66, -3.67], [3.08, -2.21, -6.53], [1.40, -1.75, -5.93], [2.63, -4.28, -6.15], [0.84, -3.24, 4.46], [1.66, -4.44, 3.98], [2.08, -4.27, 2.64], [-0.14, -3.26, 3.99], [1.35, -2.31, 4.22], [0.73, -3.32, 5.54], [1.06, -5.34, 4.09], [2.55, -4.57, 4.61], [2.80, -3.61, 2.60]],
  "e_tot_ev": -67282.4358,
  "relative_energy_ev": 0.3528,
  "homo_lumo_gap_ev": 9.3,
  "total_charge": 0,
  "e_lumo_ev": 0.24,
  "homo_ev": -9.1
}